C3H5O2S2 | the ωB97M-V functional and the def2-TZVPD basis

Structure (ORCA input):
```
! RIJCOSX wB97M-V def2-TZVPD def2/J DEFGRID3
* xyz -1 3
C -1.91 1.53 -0.37
C 0.76 -1.33 0.33
C -0.98 0.79 -1.31
O -1.28 2.56 0.20
O -3.05 1.32 -0.01
S 0.57 1.30 -1.45
S -0.93 -1.19 -0.13
H 1.43 -1.46 -0.55
H 0.82 -2.20 1.06
H 1.07 -0.48 0.95
H -1.53 0.29 -2.23
H -0.24 2.44 -0.13
*
```

Properties
LUMO level (alpha / beta) in eV: 3.42 / 1.89
Energy relative to the best compared isomer or geometry (same formula, charge and spin) in kJ/mol: 46.18
<S²>: 2.01
Largest force on an atom in eV/A: 5.49

Electronic structure analysis, Löwdin charges in units of e: number 1, C, carries -0.759; number 2, C, carries -0.627; number 3, C, carries -0.901; number 4, O, carries -0.069; number 5, O, carries -0.016; number 6, S, carries 0.612; number 7, S, carries 0.623; number 8, H, carries 0.006; number 9, H, carries 0.020; number 10, H, carries 0.010; number 11, H, carries 0.080; number 12, H, carries 0.022

---

C3H5O3 | the ωB97M-V functional and the def2-TZVPD basis

Structure (ORCA input):
```
! RIJCOSX wB97M-V def2-TZVPD def2/J DEFGRID3
* xyz 1 1
C -1.31 0.57 -0.75
C -0.02 0.26 -0.15
C 0.67 -0.93 0.30
O 0.35 1.51 0.17
O 1.64 -0.81 1.25
O -1.08 1.50 0.36
H -1.37 1.11 -1.70
H -2.15 -0.10 -0.58
H 1.06 -1.32 -0.68
H -0.02 -1.73 0.63
H 2.22 -0.04 1.14
*
```

Properties
LUMO level in eV: -6.35
Energy relative to the best compared isomer or geometry (same formula, charge and spin) in kJ/mol: 489.15
Largest force on an atom in eV/A: 3.59

Electronic structure analysis, Löwdin charges in units of e: number 1, C, carries 0.074; number 2, C, carries -0.121; number 3, C, carries -0.165; number 4, O, carries 0.195; number 5, O, carries 0.050; number 6, O, carries 0.113; number 7, H, carries 0.164; number 8, H, carries 0.166; number 9, H, carries 0.201; number 10, H, carries 0.188; number 11, H, carries 0.134

---

C3H5O3P | the ωB97M-V functional and the def2-TZVPD basis

Structure (ORCA input):
```
! RIJCOSX wB97M-V def2-TZVPD def2/J DEFGRID3
* xyz -2 1
O -1.77 -0.03 1.61
P -1.86 -0.11 0.09
O -2.31 1.15 -0.60
O -2.46 -1.38 -0.45
C 0.14 -0.43 -0.32
C 1.30 0.52 -0.68
C 1.05 0.01 0.69
H 0.46 -1.34 -0.76
H 1.00 1.58 -0.75
H 2.08 0.02 -1.18
H 1.90 -0.67 1.02
H 0.50 0.67 1.34
*
```

Properties
LUMO level in eV: 6.94
Energy relative to the best compared isomer or geometry (same formula, charge and spin) in kJ/mol: 55.78
SMILES: O=P([O-])([O-])C1CC1
Largest force on an atom in eV/A: 3.35

Electronic structure analysis, Löwdin charges in units of e: number 1, O, carries -0.508; number 2, P, carries 0.038; number 3, O, carries -0.500; number 4, O, carries -0.511; number 5, C, carries -0.318; number 6, C, carries -0.222; number 7, C, carries -0.303; number 8, H, carries 0.054; number 9, H, carries 0.078; number 10, H, carries 0.036; number 11, H, carries 0.087; number 12, H, carries 0.068

---

C3H5O3P | the ωB97M-V functional and the def2-TZVPD basis

Structure (ORCA input):
```
! RIJCOSX wB97M-V def2-TZVPD def2/J DEFGRID3
* xyz 0 1
C 0.33 -1.91 0.35
C 0.71 -0.83 -0.33
C -0.05 0.40 -0.40
O -0.86 2.20 1.88
O 0.37 1.40 -1.26
O -1.40 0.31 -0.24
P 0.46 1.60 1.73
H 0.96 -2.78 0.41
H -0.62 -1.95 0.86
H 1.67 -0.78 -0.82
H 0.18 1.16 -2.18
H -1.75 1.19 0.01
*
```

Properties
LUMO level in eV: -0.83
Energy relative to the best compared isomer or geometry (same formula, charge and spin) in kJ/mol: 311.51
Largest force on an atom in eV/A: 3.45

Electronic structure analysis, Löwdin charges in units of e: number 1, C, carries 0.019; number 2, C, carries -0.168; number 3, C, carries -0.631; number 4, O, carries -0.551; number 5, O, carries -0.033; number 6, O, carries 0.004; number 7, P, carries 0.942; number 8, H, carries 0.050; number 9, H, carries 0.059; number 10, H, carries 0.108; number 11, H, carries 0.109; number 12, H, carries 0.090

---

C3H5O3PS | the ωB97M-V functional and the def2-TZVPD basis

Structure (ORCA input):
```
! RIJCOSX wB97M-V def2-TZVPD def2/J DEFGRID3
* xyz -2 1
C -0.87 0.23 2.16
C -0.84 0.54 0.81
C 0.47 0.44 0.01
O 0.09 -0.50 -2.50
O -0.43 -2.13 -0.69
O 2.05 -1.41 -1.36
P 0.59 -1.08 -1.07
S 0.54 1.89 -1.07
H -1.79 0.27 2.63
H 0.06 -0.12 2.49
H -1.59 0.82 0.09
H 1.46 0.47 0.78
H 0.27 0.58 -2.29
*
```

Properties
LUMO level in eV: 6.11
Energy relative to the best compared isomer or geometry (same formula, charge and spin) in kJ/mol: 112.57
Largest force on an atom in eV/A: 5.04

Electronic structure analysis, Löwdin charges in units of e: number 1, C, carries -0.048; number 2, C, carries -0.277; number 3, C, carries -0.851; number 4, O, carries -0.390; number 5, O, carries -0.451; number 6, O, carries -0.466; number 7, P, carries 0.150; number 8, S, carries 0.273; number 9, H, carries -0.014; number 10, H, carries 0.007; number 11, H, carries 0.058; number 12, H, carries 0.112; number 13, H, carries -0.102

---

C3H5O3S | the ωB97M-V functional and the def2-TZVPD basis

Structure (ORCA input):
```
! RIJCOSX wB97M-V def2-TZVPD def2/J DEFGRID3
* xyz -1 1
C -0.40 -0.06 1.52
C 0.06 -0.55 0.39
C 0.12 0.41 -1.19
O 2.18 -0.30 -2.51
O 2.19 2.06 -1.91
O -0.23 -0.29 -2.26
S 2.08 0.72 -1.35
H -0.27 -0.54 2.51
H -0.97 0.97 1.67
H 0.66 -1.54 0.23
H -0.37 1.40 -1.10
H 0.61 -0.51 -2.72
*
```

Properties
LUMO level in eV: 3.95
Energy relative to the best compared isomer or geometry (same formula, charge and spin) in kJ/mol: 236.46
Largest force on an atom in eV/A: 4.32

Electronic structure analysis, Löwdin charges in units of e: number 1, C, carries -0.131; number 2, C, carries -0.140; number 3, C, carries -0.455; number 4, O, carries -0.583; number 5, O, carries -0.568; number 6, O, carries -0.121; number 7, S, carries 0.674; number 8, H, carries 0.023; number 9, H, carries 0.074; number 10, H, carries 0.104; number 11, H, carries 0.098; number 12, H, carries 0.025

---

C3H5O3S | the ωB97M-V functional and the def2-TZVPD basis

Structure (ORCA input):
```
! RIJCOSX wB97M-V def2-TZVPD def2/J DEFGRID3
* xyz -1 3
C 1.83 0.63 0.57
C 0.59 0.12 0.68
C -0.43 0.81 -0.18
O -1.43 -1.69 -0.28
O -2.57 -0.11 1.08
O -0.31 1.92 -0.67
S -2.05 -0.17 -0.30
H 2.69 0.14 0.96
H 2.07 1.48 0.09
H 0.40 -0.75 1.11
H 0.16 -0.66 -1.94
H -0.95 -1.71 -1.13
*
```

Properties
LUMO level (alpha / beta) in eV: 3.66 / 2.14
Energy relative to the best compared isomer or geometry (same formula, charge and spin) in kJ/mol: 480.80
<S²>: 2.02
Largest force on an atom in eV/A: 6.27

Electronic structure analysis, Löwdin charges in units of e: number 1, C, carries -0.053; number 2, C, carries -0.200; number 3, C, carries -0.698; number 4, O, carries -0.382; number 5, O, carries -0.537; number 6, O, carries -0.113; number 7, S, carries 0.823; number 8, H, carries 0.006; number 9, H, carries -0.013; number 10, H, carries 0.023; number 11, H, carries 0.178; number 12, H, carries -0.035

---

C3H5O3S3 | the ωB97M-V functional and the def2-TZVPD basis

Structure (ORCA input):
```
! RIJCOSX wB97M-V def2-TZVPD def2/J DEFGRID3
* xyz -1 1
C -1.23 0.04 -0.77
C -0.72 -0.53 0.57
S -0.77 0.50 1.97
C 0.65 -0.92 0.37
S 1.15 -2.44 0.54
S 1.64 0.46 -0.27
O 0.91 1.59 0.04
O 1.70 0.24 -1.74
O 2.97 0.37 0.39
H -0.62 0.85 -0.94
H -1.17 -0.66 -1.56
H -2.24 0.20 -0.83
H -1.38 -1.38 0.76
H -0.89 1.69 1.45
*
```

Properties
LUMO level in eV: 3.03
Energy relative to the best compared isomer or geometry (same formula, charge and spin) in kJ/mol: 23.77
SMILES: C[C@H](S)C(=S)S(=O)(=O)[O-]
Largest force on an atom in eV/A: 7.39

Electronic structure analysis, Löwdin charges in units of e: number 1, C, carries -0.094; number 2, C, carries -0.832; number 3, S, carries 0.827; number 4, C, carries -0.919; number 5, S, carries 0.727; number 6, S, carries 0.319; number 7, O, carries -0.388; number 8, O, carries -0.359; number 9, O, carries -0.378; number 10, H, carries 0.017; number 11, H, carries 0.081; number 12, H, carries 0.051; number 13, H, carries 0.082; number 14, H, carries -0.133

---

C3H5O3Sm | the ωB97M-V functional and the def2-TZVPD basis

Structure (ORCA input):
```
! RIJCOSX wB97M-V def2-TZVPD def2/J DEFGRID3
* xyz 1 7
H 1.04 2.28 -1.19
O 0.03 -1.56 -1.41
C 0.36 -0.58 -0.60
C -0.83 -2.50 -0.74
O 0.20 0.64 -0.99
O -0.02 -0.84 0.67
C -0.67 -2.13 0.73
H -0.46 -3.51 -0.98
H -1.85 -2.36 -1.12
H -0.01 -2.80 1.29
H -1.62 -2.01 1.26
Sm -0.38 2.71 0.30
*
```

Properties
LUMO level (alpha / beta) in eV: -4.49 / -4.39
Energy relative to the best compared isomer or geometry (same formula, charge and spin) in kJ/mol: 360.86
<S²>: 12.01
Largest force on an atom in eV/A: 7.78

Electronic structure analysis, Löwdin charges in units of e: number 1, H, carries -0.140; number 2, O, carries 0.090; number 3, C, carries -0.450; number 4, C, carries -0.056; number 5, O, carries -0.277; number 6, O, carries 0.017; number 7, C, carries -0.069; number 8, H, carries 0.145; number 9, H, carries 0.145; number 10, H, carries 0.141; number 11, H, carries 0.140; number 12, Sm, carries 1.314

---

C3H5O4P | the ωB97M-V functional and the def2-TZVPD basis

Structure (ORCA input):
```
! RIJCOSX wB97M-V def2-TZVPD def2/J DEFGRID3
* xyz 0 1
O 0.84 -1.25 -1.63
C 0.97 -0.72 -0.57
P 1.88 0.33 0.64
O 1.74 1.67 -0.32
C 0.12 -0.24 0.57
O 0.09 -1.39 1.69
C -1.11 0.51 0.12
O -1.98 -0.43 -0.45
H 2.45 2.28 -0.50
H -0.57 -2.11 1.38
H -0.84 1.20 -0.58
H -1.78 1.00 0.92
H -1.81 -0.85 -1.25
*
```

Properties
LUMO level in eV: -0.27
Energy relative to the best compared isomer or geometry (same formula, charge and spin) in kJ/mol: 268.55
SMILES: O=C1P(O)[C@@]1(O)CO
Largest force on an atom in eV/A: 3.36

Electronic structure analysis, Löwdin charges in units of e: number 1, O, carries 0.102; number 2, C, carries -0.478; number 3, P, carries 1.027; number 4, O, carries -0.332; number 5, C, carries -0.458; number 6, O, carries -0.111; number 7, C, carries -0.208; number 8, O, carries -0.034; number 9, H, carries 0.058; number 10, H, carries 0.122; number 11, H, carries 0.088; number 12, H, carries 0.164; number 13, H, carries 0.061

---

C3H5O4Tl | the ωB97M-V functional and the def2-TZVPD basis

Structure (ORCA input):
```
! RIJCOSX wB97M-V def2-TZVPD def2/J DEFGRID3
* xyz 1 2
O 0.76 0.85 -0.88
C 1.00 -0.13 -0.17
C -1.93 0.67 0.17
O 2.13 -0.66 0.07
O 0.01 -0.73 0.52
C -1.30 -0.70 -0.02
Tl 3.84 0.06 0.08
H -1.87 1.25 -0.77
H -1.44 1.19 1.02
H -1.27 -0.96 -1.08
H -1.88 -1.46 0.53
O -3.32 0.45 0.50
H -3.75 1.30 0.64
*
```

Properties
LUMO level (alpha / beta) in eV: -5.30 / -9.86
Energy relative to the best compared isomer or geometry (same formula, charge and spin) in kJ/mol: 215.86
<S²>: 0.76
Largest force on an atom in eV/A: 6.77

Electronic structure analysis, Löwdin charges in units of e: number 1, O, carries 0.119; number 2, C, carries -0.693; number 3, C, carries -0.197; number 4, O, carries -0.208; number 5, O, carries 0.064; number 6, C, carries -0.113; number 7, Tl, carries 1.424; number 8, H, carries 0.130; number 9, H, carries 0.135; number 10, H, carries 0.151; number 11, H, carries 0.150; number 12, O, carries -0.053; number 13, H, carries 0.091

---

C3H5P | the ωB97M-V functional and the def2-TZVPD basis

Structure (ORCA input):
```
! RIJCOSX wB97M-V def2-TZVPD def2/J DEFGRID3
* xyz 0 1
C -0.34 -0.42 0.15
C -1.18 0.88 -1.95
C 0.28 0.65 0.98
P -0.13 -0.39 -1.62
H 0.46 1.53 0.42
H -0.52 1.04 1.62
H 1.18 0.42 1.45
H 1.09 -0.44 -2.03
H -0.39 -1.74 -1.85
*
```

Properties
LUMO level (alpha / beta) in eV: -1.20 / -1.58
Energy relative to the best compared isomer or geometry (same formula, charge and spin) in kJ/mol: 779.59
Largest force on an atom in eV/A: 3.64

Electronic structure analysis, Löwdin charges in units of e: number 1, C, carries -0.198; number 2, C, carries -0.191; number 3, C, carries -0.231; number 4, P, carries 0.529; number 5, H, carries 0.039; number 6, H, carries 0.080; number 7, H, carries 0.053; number 8, H, carries -0.063; number 9, H, carries -0.018